This record from the Open Molecules 2025 dataset describes a structure of composition C4H6NO. The level of theory is ωB97M-V/def2-TZVPD.

Element x y z (Å)
C: -0.28 0.39 0.28
C: 1.39 1.46 1.74
C: -0.11 -0.88 -0.50
C: -1.38 -0.27 -1.21
N: 0.51 0.90 1.09
O: -1.34 0.90 -0.34
H: 2.25 1.76 1.17
H: 1.52 1.36 2.73
H: 0.81 -0.70 -1.23
H: -0.23 -1.88 -0.21
H: -1.28 -0.01 -2.29
H: -2.31 -0.71 -0.96

Computed properties:
* LUMO energy: -5.15 eV
* total charge: +1
* Kohn-Sham gap: 10.77 eV
* energy relative to the best compared isomer or geometry (same formula, charge and spin): 1.9411 eV
* total energy: -285.65087 hartree